(1)
# C44H108N20O12

A molecular structure, C44H108N20O12 in a non-equilibrium geometry (ωB97M-V/def2-TZVPD, OMol25).

```
184
Properties=species:S:1:pos:R:3:forces:R:3
C 13.32653 4.47212 -5.57385 -0.426 1.273 -0.582
C 12.63682 5.76973 -6.23433 0.759 -0.759 -0.912
C 11.92091 5.39950 -7.58603 -1.165 -2.772 0.788
C 10.61827 4.60758 -7.23152 0.280 1.707 0.072
C 9.80472 5.48897 -6.29049 -1.586 -0.753 0.104
C 10.39084 5.94702 -4.94021 -0.494 -0.344 0.000
N 11.76467 6.47883 -5.20796 -0.998 -0.394 -2.932
O 12.54077 6.94199 -4.16109 -5.095 -8.151 -0.051
C 9.41400 7.14294 -4.49469 1.017 -1.403 0.077
C 10.29772 4.73466 -3.95780 0.084 0.675 -0.582
C 13.75779 6.67811 -6.77913 -0.348 -1.977 1.431
H 14.18109 4.07335 -6.12049 -0.163 0.146 -0.646
H 12.60036 3.66666 -5.46424 0.107 0.097 0.393
H 13.79739 4.79046 -4.64376 -0.513 -0.136 0.391
H 11.86524 6.14792 -8.37652 -0.588 0.652 0.697
H 12.49404 4.63106 -8.10480 0.884 0.044 0.291
H 10.84290 3.65480 -6.75209 0.541 0.193 0.537
H 9.97230 4.20669 -8.01263 0.119 0.765 -0.676
H 8.93077 4.85567 -6.13805 -0.246 -0.196 1.095
H 9.23308 6.33359 -6.67512 0.928 0.369 -1.101
H 9.58329 7.36551 -3.44117 -1.025 -0.757 -0.619
H 9.77555 8.00880 -5.04938 -0.640 0.050 -0.318
H 8.34728 6.96208 -4.62693 0.086 -0.352 -0.414
H 11.03344 4.78340 -3.15503 -0.365 0.000 -0.105
H 9.26936 4.71521 -3.59695 0.079 -0.048 0.401
H 10.43211 3.80137 -4.50461 0.219 -0.022 0.005
H 13.38891 7.65683 -7.08596 -0.587 -0.659 -0.431
H 14.35709 6.17902 -7.54061 -0.510 -0.075 -0.482
H 14.49237 6.83543 -5.98935 -0.605 -1.124 -0.402
H 12.16145 7.78399 -3.89890 0.506 -0.628 -1.519
C 16.48830 10.45497 -6.52571 -4.299 -1.462 3.182
C 15.06754 10.21837 -5.85086 1.258 -1.089 -0.877
C 14.99406 8.62773 -5.60132 -0.308 3.252 0.228
C 13.99925 8.26932 -4.49805 4.817 4.647 -0.937
C 14.35984 9.10202 -3.20862 -0.028 2.116 -2.532
C 14.19223 10.68098 -3.37253 0.244 -2.239 -0.903
N 15.04524 10.98410 -4.58573 -0.955 -2.078 1.699
O 15.43421 12.30902 -4.70874 -5.442 -7.399 1.516
C 12.67247 10.99887 -3.54725 3.374 -2.194 -1.215
C 14.70262 11.43010 -2.09536 -0.850 -4.374 -4.817
C 13.99862 10.65519 -6.89836 2.394 -1.989 -0.501
H 17.27838 10.29840 -5.79130 -1.190 0.227 1.029
H 16.72423 11.42511 -6.96305 -2.522 -0.445 1.517
H 16.78840 9.72074 -7.27334 -2.477 -0.665 0.844
H 14.56133 8.16894 -6.49033 1.834 2.461 0.484
H 15.96536 8.16131 -5.43659 -0.615 0.739 0.003
H 13.94842 7.18927 -4.36017 2.349 1.845 -0.186
H 13.03726 8.59461 -4.89408 0.464 0.616 -0.492
H 15.43391 8.97502 -3.07320 -0.727 0.017 -0.518
H 13.79600 8.68542 -2.37397 1.302 3.341 -1.358
H 12.11305 10.19173 -4.02020 0.911 1.057 -0.855
H 12.15485 11.06463 -2.59025 0.541 -0.537 -0.083
H 12.59114 11.93852 -4.09362 1.951 -2.375 -0.150
H 15.73199 11.14843 -1.87362 -3.501 -3.219 -0.307
H 14.69174 12.50394 -2.28199 0.308 -1.771 -2.146
H 14.00717 11.23866 -1.27817 0.316 -0.800 -0.892
H 12.96741 10.41677 -6.63782 0.004 0.130 -0.090
H 14.24217 10.29103 -7.89646 -0.010 -0.841 0.024
H 14.17219 11.71442 -7.08812 1.819 -1.832 -1.693
H 16.37041 12.27483 -4.49903 -1.522 -1.454 -1.207
C 12.49795 5.01691 -1.20477 -1.353 0.125 -0.565
C 13.34479 5.69605 -0.10740 -0.001 -1.763 -1.768
C 14.22811 4.47797 0.34980 1.124 1.594 1.417
C 15.58389 4.94382 0.92925 -1.285 -0.400 -0.547
C 16.38169 5.60843 -0.17405 -0.405 0.685 0.412
C 15.55212 6.51264 -1.18526 -0.163 0.453 0.114
N 14.15800 6.82872 -0.68395 2.408 -2.540 3.905
O 13.54959 7.63158 -1.57046 -1.124 -3.543 2.017
C 16.32129 7.86862 -1.21082 0.895 -0.517 2.193
C 15.54774 5.93275 -2.63940 -1.270 0.739 2.584
C 12.49959 6.16506 1.07063 0.114 0.353 0.491
H 11.93168 5.66037 -1.87811 0.267 0.625 0.342
H 11.70657 4.37613 -0.81589 0.022 -0.094 0.603
H 13.01243 4.35051 -1.89710 0.638 0.194 0.146
H 13.75476 4.03672 1.22692 -0.563 -0.530 -0.520
H 14.42571 3.77024 -0.45529 -0.259 -0.037 0.110
H 16.06529 4.07498 1.37811 0.380 -0.012 -0.211
H 15.39077 5.60954 1.77045 0.012 0.304 -0.091
H 16.95791 4.84826 -0.70151 -0.016 0.029 -0.282
H 17.07676 6.24585 0.37247 0.361 0.124 -0.514
H 16.01831 8.68885 -1.86159 -0.015 -0.772 1.254
H 16.46438 8.21155 -0.18611 -0.627 0.109 0.436
H 17.31677 7.58041 -1.54851 -0.182 0.360 1.108
H 15.19807 4.90951 -2.77654 -0.327 -0.153 0.333
H 15.02448 6.63063 -3.29307 -0.037 -0.516 0.014
H 16.53452 5.98780 -3.09910 -5.585 0.696 4.318
H 11.78014 6.93549 0.79330 0.151 0.077 0.059
H 13.14817 6.52329 1.87007 0.229 0.568 -0.212
H 11.94562 5.40254 1.61815 -0.177 -0.535 -0.669
H 13.75091 7.21027 -2.40926 -0.260 -0.620 -0.698
C 7.96328 10.61075 -0.54015 0.645 1.552 1.201
C 9.22812 11.21795 -1.23852 -0.481 -1.146 1.042
C 10.41000 11.57762 -0.28547 -1.208 -0.598 0.487
C 11.11474 10.33136 0.33744 -0.050 0.818 -0.412
C 11.71033 9.37857 -0.74848 -1.208 2.088 1.543
C 10.57969 8.96622 -1.70478 0.223 -0.693 0.212
N 9.77054 10.17989 -2.16813 2.037 0.138 1.780
O 8.90657 9.95340 -3.21432 -1.580 -1.816 0.303
C 11.37605 8.39076 -2.89521 -2.545 1.765 2.581
C 9.68483 7.82548 -1.06053 -0.095 1.586 -1.694
C 8.74043 12.42472 -2.01567 1.035 0.471 -1.697
H 7.28123 10.17776 -1.27188 0.035 -0.462 0.363
H 7.39847 11.41201 -0.06363 -0.189 0.533 -0.500
H 8.17321 10.07452 0.38531 0.188 -1.054 -0.593
H 11.04577 12.33623 -0.74198 0.576 -0.610 -0.487
H 10.04112 12.19397 0.53437 -0.568 -0.189 0.240
H 10.46309 9.78207 1.01694 -0.679 -0.165 -0.405
H 11.74086 10.78184 1.10761 1.120 -0.282 -0.376
H 12.20919 8.52236 -0.29444 -0.400 0.319 -0.234
H 12.42674 9.93665 -1.35131 0.168 -0.286 0.551
H 11.92997 7.51378 -2.56030 -1.707 0.559 1.027
H 10.67760 8.15640 -3.69854 1.453 0.944 0.731
H 12.13871 9.09368 -3.23039 -0.661 -0.578 0.802
H 10.22400 6.88562 -0.94197 0.124 0.298 0.577
H 9.12048 8.24425 -0.22732 0.351 -0.606 0.295
H 8.96407 7.60943 -1.84915 -0.477 -0.168 0.324
H 9.37222 12.56985 -2.89196 -0.094 0.095 0.620
H 8.89529 13.38900 -1.53165 -0.764 -0.243 0.609
H 7.80099 12.27372 -2.54740 -0.522 0.206 0.847
H 8.11984 9.61198 -2.78296 -0.625 -0.406 -0.265
C 11.04633 12.53234 -4.41606 -3.903 1.229 0.548
O 11.08236 13.21126 -5.44956 -10.917 -3.310 3.337
N 11.55469 12.97799 -3.31230 -0.388 5.575 4.094
N 10.30575 11.49127 -4.22723 -1.577 -1.313 -3.936
H 11.95876 12.37706 -2.60825 -0.745 1.654 0.008
H 11.65919 13.97825 -3.21929 -0.213 -0.532 0.447
H 9.53991 11.37080 -4.87461 0.461 -0.365 -0.184
H 10.21274 11.06045 -3.31848 0.936 0.165 0.206
C 17.37621 6.94512 -4.18552 1.191 2.730 2.645
O 17.14453 7.70638 -3.24781 1.215 0.321 -3.419
N 17.77566 7.31159 -5.32614 2.024 1.525 -5.147
N 17.34610 5.63507 -4.09456 3.191 -4.587 -2.737
H 17.97140 6.56127 -5.97328 0.240 0.932 -0.496
H 17.87619 8.28378 -5.58076 0.058 -0.068 -0.246
H 17.66828 5.15880 -4.92490 0.301 -0.651 0.604
H 17.40035 5.28804 -3.14760 1.779 -1.740 -1.136
C 17.57827 12.68439 -3.02587 6.757 0.269 1.816
O 16.80427 13.32246 -3.66023 7.691 -2.924 3.009
N 18.93651 12.90089 -3.07871 1.366 0.072 -0.591
N 17.27510 11.91093 -2.06364 2.276 -3.599 1.238
H 19.55653 12.34367 -2.50846 -0.400 0.034 -0.031
H 19.45706 13.57081 -3.62673 -0.846 -0.030 -0.590
H 16.31745 11.93751 -1.74382 2.037 0.661 -0.298
H 17.93239 11.18704 -1.81052 -0.304 -0.033 0.180
C 15.07164 12.89043 -0.56610 -2.453 3.673 2.762
O 14.02864 13.15147 -1.12330 -3.321 4.465 3.167
N 15.16692 12.00511 0.36021 0.926 -3.246 4.623
N 16.16807 13.50504 -0.83475 2.152 3.285 0.489
H 14.34756 11.69519 0.86288 0.178 -0.009 -0.237
H 16.04150 12.03536 0.86451 -0.435 -0.405 0.407
H 15.97435 14.21287 -1.52870 0.195 0.869 -0.352
H 17.08207 13.40421 -0.41697 -0.622 -0.046 0.080
C 16.99148 14.05319 -6.71687 0.952 2.379 -2.246
O 18.11118 14.47142 -6.72192 5.484 1.927 0.067
N 16.40433 13.62134 -5.73364 0.716 0.935 1.993
N 16.27820 13.97001 -7.78840 -2.764 0.088 -6.032
H 16.90102 13.53134 -4.85882 0.557 2.128 -3.578
H 15.43686 13.33331 -5.69971 1.114 1.342 -1.415
H 15.37651 13.57311 -7.56586 -0.209 0.335 -0.926
H 16.63427 13.79501 -8.71721 -0.055 1.152 0.468
C 18.08902 10.89584 -7.84653 3.595 1.595 -0.309
O 18.51920 10.14393 -7.03414 5.453 -2.586 0.458
N 17.93739 12.15222 -7.72871 3.918 4.763 1.562
N 17.56820 10.67111 -8.96744 -1.993 -5.030 -7.311
H 17.62838 12.64281 -8.55572 1.198 0.401 1.632
H 18.35660 12.55084 -6.90078 0.002 0.947 -0.655
H 17.71406 9.72891 -9.30075 -0.590 0.323 -0.844
H 17.20393 11.45246 -9.49365 0.023 -1.364 -0.554
C 13.25142 13.98454 -6.28199 0.395 2.215 1.321
O 14.41889 14.26203 -6.48946 -1.065 2.016 -0.987
N 12.38049 14.78986 -5.72954 0.985 6.976 -1.261
N 12.84199 12.78603 -6.33037 1.917 -4.532 -2.284
H 12.63602 15.74138 -5.50724 0.364 -0.100 -0.343
H 11.57770 14.28055 -5.38864 0.043 2.422 0.010
H 13.51359 12.04017 -6.44324 -2.140 2.434 1.513
H 11.87059 12.62354 -6.10658 1.627 -1.388 -2.349
C 14.53615 15.25069 -3.45430 -2.838 2.046 2.325
O 14.01031 16.34381 -3.28412 0.174 2.245 -0.853
N 15.68054 14.85833 -3.02138 1.461 5.305 2.794
N 13.76354 14.23590 -3.65979 -2.462 -2.809 -1.020
H 16.35122 15.53931 -2.69493 -0.133 0.449 -0.623
H 16.03088 13.93775 -3.24475 -2.961 1.913 1.030
H 14.11721 13.30029 -3.79991 -0.128 0.483 -0.212
H 12.82792 14.43529 -3.98377 1.761 0.207 -0.157
```
Positions in Å, forces in eV/Å.

## Properties
Gap between HOMO and LUMO: 7.066 eV
Spin multiplicity: 1
ΔE to the lowest compared entry with this formula, charge and spin: 55.1176 eV

---

(2)
# C39H34N3P2Re

A molecular structure, C39H34N3P2Re (ωB97M-V/def2-TZVPD, OMol25).

```
79
Properties=species:S:1:pos:R:3:forces:R:3
Re 0.24744 -0.27667 0.13461 -0.286 0.141 -0.695
C -0.67084 -2.10389 2.82749 -0.006 -0.080 0.067
P -1.01562 -2.03894 1.03264 0.023 0.390 0.068
C -2.62165 -1.30510 0.75729 -0.114 -0.016 0.020
C -2.99088 -1.06816 -0.57538 -0.025 0.024 0.005
C -4.23138 -0.51383 -0.86173 0.042 -0.017 -0.009
C -5.10884 -0.22103 0.17127 -0.017 0.046 0.030
C -4.74577 -0.45115 1.49646 0.004 0.043 -0.017
C -3.50054 -0.97595 1.79547 0.006 -0.009 -0.012
C -0.92515 -3.65686 0.31116 0.051 -0.135 -0.075
C 0.29139 -4.12014 -0.19952 0.007 -0.045 0.002
C 0.37097 -5.40054 -0.72284 -0.026 0.031 0.015
C -0.75909 -6.21019 -0.73485 -0.001 -0.046 -0.019
C -1.96912 -5.75034 -0.23008 0.019 0.026 0.002
C -2.06009 -4.47043 0.29355 -0.010 -0.024 -0.056
C -0.24283 -0.74390 3.21951 0.007 0.120 0.297
C -0.19235 -0.08330 4.50787 -0.123 -0.284 -0.285
C 0.24833 1.17712 4.27420 0.074 0.207 -0.391
C 0.46840 1.27597 2.84377 -0.008 0.020 0.424
C 0.91137 2.39520 1.98666 -0.029 0.056 0.006
P 0.06114 2.11588 0.37412 -0.049 -0.479 0.258
C -1.44743 3.05961 0.38091 0.027 0.093 -0.099
C -1.39011 4.42065 0.06378 -0.031 0.038 -0.023
C -2.53532 5.19041 0.16950 0.028 -0.002 -0.011
C -3.72496 4.60953 0.59380 -0.030 0.021 -0.002
C -3.77900 3.25892 0.90650 0.035 -0.054 -0.011
C -2.63976 2.47440 0.79606 -0.085 0.071 0.037
C 1.10907 2.64062 -0.97964 0.059 -0.020 -0.090
C 0.49427 2.73282 -2.23824 0.000 0.073 -0.039
C 1.23646 3.10220 -3.34559 0.005 -0.003 0.010
C 2.59519 3.37847 -3.20748 0.017 -0.002 -0.040
C 3.20864 3.28751 -1.96733 -0.019 -0.016 0.055
C 2.47056 2.91782 -0.84882 0.028 -0.049 -0.086
N 0.17977 0.09744 2.24146 0.097 -0.066 0.440
H 0.15348 -2.81699 2.95929 -0.010 -0.023 -0.017
H -1.50178 -2.48952 3.42076 0.008 0.017 0.021
H -2.34453 -1.38374 -1.38731 0.007 -0.011 0.007
H -4.52622 -0.34585 -1.88878 0.004 -0.001 0.002
H -6.08982 0.17667 -0.05519 0.010 -0.004 0.007
H -5.44238 -0.23302 2.29543 0.003 -0.005 -0.011
H -3.23983 -1.15860 2.83042 0.012 0.003 -0.010
H 1.17847 -3.49322 -0.17762 -0.011 0.011 0.014
H 1.30723 -5.77180 -1.11748 -0.007 0.008 0.007
H -0.69637 -7.21058 -1.14269 0.003 0.011 0.004
H -2.84192 -6.38884 -0.24613 0.007 0.002 0.005
H -3.00759 -4.11037 0.67671 0.012 0.004 0.005
H -0.47163 -0.52517 5.45192 0.017 -0.008 -0.027
H 0.39991 1.97178 4.98831 0.019 -0.015 -0.028
H 1.99332 2.31680 1.83536 0.005 0.030 -0.022
H 0.69885 3.37674 2.40959 -0.017 -0.010 0.024
H -0.46569 4.87702 -0.27090 0.001 -0.010 0.017
H -2.50234 6.24285 -0.07741 0.003 -0.004 0.005
H -4.61645 5.21689 0.67810 0.005 -0.004 0.002
H -4.71049 2.81889 1.23413 -0.010 -0.020 0.005
H -2.67736 1.42045 1.03622 -0.027 -0.076 0.022
H -0.57608 2.57223 -2.33616 0.025 -0.014 0.015
H 0.75719 3.20799 -4.31037 -0.001 -0.007 0.014
H 3.17103 3.68733 -4.07032 -0.007 -0.004 0.005
H 4.25831 3.52792 -1.86330 -0.006 0.000 0.007
H 2.96598 2.87947 0.11234 -0.005 -0.008 0.008
N 0.59152 -0.56989 -2.03554 -0.062 -0.056 0.109
C 2.03040 -0.66868 -2.25628 -0.033 0.016 0.011
C 2.61200 -0.63238 -3.49017 0.043 -0.013 -0.083
C 4.01204 -0.76915 -3.62664 -0.061 0.003 0.009
C 4.79383 -0.96264 -2.52442 -0.029 0.017 0.043
C 4.20782 -1.00131 -1.23271 0.089 -0.019 -0.036
C 4.95019 -1.21302 -0.05693 0.100 -0.011 0.041
C 4.32142 -1.24579 1.16868 0.026 -0.015 -0.035
C 2.95250 -1.03624 1.22751 -0.103 -0.005 -0.149
N 2.19822 -0.81992 0.13783 0.471 0.197 0.034
C 2.81730 -0.82831 -1.10619 -0.130 -0.039 0.213
H 0.14099 -1.41636 -2.38256 0.000 -0.042 -0.029
H 0.21767 0.19431 -2.59494 -0.020 0.051 -0.001
H 1.99603 -0.51012 -4.37425 0.021 -0.005 -0.002
H 4.45459 -0.73906 -4.61271 -0.014 0.001 0.002
H 5.86458 -1.09084 -2.62053 -0.011 -0.005 0.010
H 6.02273 -1.35517 -0.12559 -0.014 -0.001 0.005
H 4.87330 -1.41798 2.08160 0.000 -0.002 -0.006
H 2.42735 -1.02688 2.17225 0.012 0.015 0.011
```
Positions in Å, forces in eV/Å.

## Properties
Gap between HOMO and LUMO (spin up / spin down): 6.521 / 6.242 eV
Net charge: +3
<S²>: 0.76
Spin multiplicity: 2

---

Among the records above, which one has the lowest spin multiplicity? C44H108N20O12

---

Among the records above, which one has the lowest spin multiplicity? C44H108N20O12